1.
The following is a quantum chemistry calculation of C30H44AuBCl5N2P2 as an isolated structure in a non-equilibrium geometry, from the Open Molecules 2025 dataset.

Output
Charge ... +1

CARTESIAN COORDINATES (ANGSTROEM)
1 Au 0.03552 -0.14333 0.07456
2 C -4.49070 1.82511 1.21081
3 C -3.25348 0.96687 1.50288
4 C -3.69819 -0.23098 2.35160
5 C -2.23238 1.82449 2.26953
6 P -2.35025 0.39437 -0.02797
7 C -2.39384 1.91623 -1.12941
8 N -1.07080 2.47917 -1.10428
9 B 0.05273 1.77789 -0.61961
10 N 1.17279 2.63020 -0.71562
11 C 2.49314 2.21938 -0.32753
12 P 2.33336 0.46696 0.31717
13 C 2.87797 0.58867 2.08414
14 C 1.92094 1.59743 2.74449
15 C 2.75891 -0.77298 2.77868
16 C 4.32357 1.07243 2.22015
17 C 3.44835 -0.48626 -0.82799
18 C 2.75636 -0.42037 -2.19822
19 C 4.86088 0.09200 -0.97363
20 C 3.54653 -1.94401 -0.35749
21 C 0.74634 3.84245 -1.27721
22 C 1.45154 4.98400 -1.60423
23 C 0.74463 6.04169 -2.16978
24 C -0.62248 5.94967 -2.40749
25 C -1.33543 4.79664 -2.08979
26 C -0.64110 3.74827 -1.51808
27 C -3.28436 -0.85663 -1.05298
28 C -2.54086 -0.97972 -2.38916
29 C -4.73287 -0.43544 -1.31487
30 C -3.28773 -2.22576 -0.35909
31 H -5.01797 1.94546 2.15977
32 H -5.18354 1.37091 0.50802
33 H -4.24153 2.82542 0.86089
34 H -3.96939 0.13108 3.34588
35 H -2.92482 -0.98344 2.47152
36 H -4.58255 -0.70498 1.92365
37 H -2.72615 2.26292 3.13970
38 H -1.84420 2.64391 1.65820
39 H -1.39102 1.22622 2.61897
40 H -3.12262 2.63349 -0.75784
41 H -2.71062 1.62678 -2.13201
42 H 2.92258 2.85834 0.44715
43 H 3.18030 2.23166 -1.17408
44 H 0.87749 1.41848 2.47572
45 H 2.16935 2.62920 2.49323
46 H 2.00263 1.49034 3.82772
47 H 1.76932 -1.20148 2.67148
48 H 2.95788 -0.63973 3.84416
49 H 3.48364 -1.48752 2.39378
50 H 4.53179 1.98261 1.65482
51 H 5.03494 0.30499 1.92684
52 H 4.50099 1.29322 3.27523
53 H 2.65995 0.60399 -2.56584
54 H 1.76793 -0.87493 -2.17741
55 H 3.36422 -0.97432 -2.91678
56 H 4.86918 1.11111 -1.35930
57 H 5.39432 -0.52811 -1.69761
58 H 5.42834 0.06963 -0.04936
59 H 2.57636 -2.36014 -0.08656
60 H 4.21569 -2.04053 0.49692
61 H 3.95542 -2.55160 -1.16750
62 H 2.51807 5.05617 -1.43103
63 H 1.27031 6.95005 -2.43142
64 H -1.14207 6.78694 -2.85315
65 H -2.39612 4.72443 -2.29527
66 H -2.71864 -0.13081 -3.04927
67 H -2.89915 -1.87543 -2.90035
68 H -1.46406 -1.09849 -2.26159
69 H -4.81441 0.57407 -1.72386
70 H -5.34290 -0.50071 -0.41462
71 H -5.16258 -1.12068 -2.04904
72 H -2.28160 -2.58546 -0.16512
73 H -3.78035 -2.94367 -1.01897
74 H -3.83588 -2.21284 0.58155
75 Cl -0.52503 -1.11264 3.32850
76 C -0.24338 -2.45114 2.23389
77 C 0.00115 -2.17809 0.89187
78 C 0.21313 -3.30838 0.10463
79 Cl 0.43907 -3.09220 -1.61294
80 C 0.21167 -4.61204 0.59296
81 Cl 0.49523 -5.94754 -0.44820
82 C -0.02726 -4.82649 1.94892
83 Cl -0.03176 -6.41778 2.58626
84 C -0.26336 -3.73374 2.77923
85 Cl -0.56308 -3.98286 4.45196

2.
The following is a quantum chemistry calculation of a 3-piece molecular cluster, C30H44BrF16N2O6P2S overall in a non-equilibrium geometry, from the Open Molecules 2025 dataset.

Output
Charge ... +1

CARTESIAN COORDINATES (ANGSTROEM)
1 C -5.36114 -3.73096 -0.18456
2 C -5.88714 -3.79853 -1.69997
3 C -6.21924 -2.38051 -2.37112
4 C -5.05551 -1.26941 -2.15434
5 C -3.57838 -1.84871 -2.36142
6 C -2.47342 -0.77598 -2.80365
7 C -1.29278 -0.50599 -1.75845
8 C -1.58679 0.21209 -0.34026
9 C -2.90008 -0.12775 0.50262
10 C -4.01832 1.01955 0.47839
11 O -4.18194 1.85235 -0.42788
12 Br -5.31946 1.12657 2.00465
13 C -0.21126 -0.15751 0.40948
14 C 1.07486 0.78550 0.26220
15 C 0.84407 2.15589 -0.53302
16 C 0.58673 3.42590 0.46307
17 C -0.25022 4.56663 -0.32150
18 O -1.41287 4.86981 0.49858
19 C -2.59049 4.96867 -0.29518
20 O -3.57940 5.55721 0.19621
21 N -0.04128 -1.60432 -0.04047
22 P 1.09070 -2.68308 0.83207
23 C 0.08888 -4.04836 1.74464
24 C 2.02599 -1.80852 2.22585
25 C -0.12224 -1.65213 -1.57054
26 N 0.97896 -1.04908 -2.36795
27 C 2.08217 -1.74141 -2.35247
28 S 3.43453 -2.61211 -1.93653
29 P -0.57906 -3.43853 -2.00881
30 O 0.55040 -4.46828 -1.88361
31 H -4.45571 -4.44494 -0.11358
32 H -5.03668 -2.69587 0.16508
33 H -6.11360 -4.11753 0.59187
34 H -6.88492 -4.38217 -1.67167
35 H -5.19635 -4.42188 -2.37029
36 H -7.20699 -1.97473 -1.95995
37 H -6.32671 -2.53827 -3.50440
38 H -5.22911 -0.32925 -2.80190
39 H -5.18990 -0.90837 -1.06557
40 H -3.23379 -2.46926 -1.44682
41 H -3.64717 -2.62468 -3.21886
42 H -3.02534 0.23339 -2.93410
43 H -2.00493 -0.97775 -3.84023
44 H -0.71899 0.34060 -2.30074
45 H -1.73892 1.31419 -0.60706
46 H -3.41226 -1.11542 0.26016
47 H -2.57156 -0.20973 1.61022
48 H -0.34219 -0.20061 1.55709
49 H 1.50034 1.04569 1.30226
50 H 1.93861 0.23564 -0.27445
51 H 0.07081 2.11337 -1.36919
52 H 1.84815 2.40019 -1.05309
53 H 1.60365 3.88764 0.75458
54 H 0.05521 3.01702 1.38437
55 H -0.53266 4.19537 -1.36570
56 H 0.45030 5.45864 -0.44678
57 H -2.67857 4.51958 -1.35183
58 H -0.97087 -2.03105 0.19343
59 H -0.07196 -3.71803 2.84091
60 H 0.72539 -4.99876 1.81475
61 H -0.91847 -4.22526 1.24319
62 H 2.45977 -2.60270 2.93123
63 H 2.87176 -1.18819 1.77585
64 H 1.30332 -1.18081 2.87389
65 H -1.10868 -3.44422 -3.35899
66 H -1.62910 -3.86189 -1.09654
67 C 2.83598 -7.80267 1.53861
68 C 3.41181 -6.39783 1.26062
69 C 4.50240 -6.31876 0.19015
70 F 5.58552 -7.05102 0.49238
71 F 4.93417 -5.03488 0.05353
72 F 3.82835 -5.85268 2.42934
73 F 2.36683 -5.61608 0.83834
74 O 3.36565 -8.52067 2.66168
75 C 4.56379 -9.24473 2.46592
76 C 5.73650 -8.68816 3.28235
77 F 5.97060 -7.38726 3.00237
78 F 6.87799 -9.35942 3.00248
79 F 4.82893 -9.32596 1.14803
80 F 4.30415 -10.50886 2.86838
81 H 1.78471 -7.64989 1.80029
82 H 2.80753 -8.42409 0.63945
83 H 4.12290 -6.64447 -0.78232
84 H 5.53926 -8.77000 4.35367
85 C 0.51787 9.19858 0.31076
86 C 1.28103 9.38956 1.63827
87 C 1.53650 10.83564 2.06888
88 F 2.27221 11.52426 1.17910
89 F 2.22753 10.86205 3.23738
90 F 2.43616 8.68253 1.58678
91 F 0.52717 8.79788 2.61484
92 O 1.31013 8.94064 -0.85992
93 C 1.86009 10.05420 -1.53368
94 C 3.39233 10.08736 -1.47870
95 F 3.84946 10.08696 -0.20877
96 F 3.87013 11.21027 -2.06548
97 F 1.29090 11.18341 -1.07333
98 F 1.46506 9.94094 -2.82344
99 H -0.07663 8.28798 0.43071
100 H -0.22066 9.98570 0.13704
101 H 0.59602 11.36987 2.22963
102 H 3.81949 9.22065 -1.98850

3.
The following is a quantum chemistry calculation of C30H44N4P2SiZn as an isolated structure in a non-equilibrium geometry, from the Open Molecules 2025 dataset.

CARTESIAN COORDINATES (ANGSTROEM)
1 Zn -3.11989 2.14682 1.79922
2 C 0.05966 -2.96498 4.13278
3 C 0.51187 -1.85828 3.53164
4 C 0.68289 -1.53285 2.07767
5 C -0.58466 -1.53664 1.20896
6 C -1.26030 -2.84927 0.88137
7 C -0.80842 -4.07910 1.21031
8 C 0.43358 -4.45524 1.98961
9 C 0.31081 -4.30390 3.54046
10 C -4.14117 0.38369 2.73796
11 H -0.53828 -2.93689 5.06279
12 H 0.52330 -0.93603 4.10183
13 H 1.41805 -2.18359 1.59924
14 H 1.11098 -0.51295 2.02567
15 H -1.31841 -0.80998 1.57146
16 H -0.25703 -1.10595 0.26746
17 H -2.01567 -2.80411 0.08684
18 H -1.34055 -4.95753 0.83503
19 H 1.35086 -3.98446 1.61783
20 H 0.63413 -5.52746 1.78951
21 H -0.47938 -4.98489 3.86310
22 H 1.24477 -4.66120 4.00324
23 H -5.15629 0.31598 3.21087
24 H -3.65272 -0.61396 2.61755
25 H -4.58427 0.60849 1.71342
26 P -0.36040 0.62383 -3.14953
27 P 1.67943 2.44917 -1.05341
28 N -0.13348 -1.02712 -3.82661
29 N -0.88787 1.30792 -4.74733
30 N 3.04194 1.31006 -0.78257
31 N 2.69835 3.90009 -0.82949
32 C 1.45430 1.01911 -3.44135
33 C 1.84637 2.38621 -2.89894
34 C -0.87069 -2.14088 -3.40970
35 C -0.53545 -3.21656 -4.22293
36 C 0.40790 -2.74490 -5.18777
37 C 0.66281 -1.40866 -4.91427
38 C -2.12346 1.94613 -4.88072
39 C -2.20908 2.50804 -6.14857
40 C -0.99318 2.19533 -6.83716
41 C -0.20213 1.45953 -5.95805
42 C 2.92483 0.27249 0.14877
43 C 3.99956 -0.59626 0.00422
44 C 4.82610 -0.08263 -1.04665
45 C 4.19216 1.05200 -1.54342
46 C 4.06880 4.13283 -0.98210
47 C 4.32371 5.48216 -0.79598
48 C 3.06644 6.12713 -0.55720
49 C 2.08948 5.14382 -0.59442
50 H 1.71034 0.99863 -4.51116
51 H 2.02442 0.20597 -2.96262
52 H 2.87257 2.60740 -3.20588
53 H 1.20378 3.17654 -3.30733
54 H -1.50830 -2.06215 -2.53858
55 H -0.94892 -4.20191 -4.14842
56 H 0.83672 -3.28815 -6.00474
57 H 1.39918 -0.73772 -5.33853
58 H -2.80700 1.93897 -4.04980
59 H -3.04171 3.05602 -6.54659
60 H -0.71396 2.44629 -7.84501
61 H 0.78997 1.06032 -6.10754
62 H 2.08643 0.27782 0.82815
63 H 4.19370 -1.48049 0.59492
64 H 5.77586 -0.47251 -1.39240
65 H 4.47989 1.67921 -2.37422
66 H 4.74606 3.32780 -1.21914
67 H 5.29316 5.95842 -0.84144
68 H 2.89766 7.17687 -0.38425
69 H 1.01816 5.19546 -0.50736
70 C -4.90174 0.35389 5.82058
71 Si -3.44998 0.00229 4.69651
72 C -2.03826 0.88882 5.49521
73 C -3.30292 -1.83982 5.07419
74 H -5.13817 1.42367 5.91489
75 H -4.49503 -0.03004 6.77110
76 H -5.79433 -0.22954 5.54129
77 H -2.20858 0.68671 6.56442
78 H -1.05717 0.47627 5.22582
79 H -2.01942 1.97744 5.37081
80 H -3.34478 -1.84927 6.18127
81 H -4.17789 -2.38517 4.67750
82 H -2.37004 -2.29258 4.70769

| no. | total energy (Ha) | frontier orbital gap (eV) |
| --- | --- | --- |
| 1 | -4423.2086 | 8.0 |
| 2 | -6982.7507 | 8.2 |
| 3 | -4139.8753 | 6.8 |